[1]
# C33H40EuN4P2Se

A structure of composition C33H40EuN4P2Se at a distorted geometry (ωB97M-V/def2-TZVPD, OMol25).

The relative energy (zero: lowest compared OMol25 entry of this formula, charge and spin) is 6.131 eV. Its HOMO-LUMO gap (spin up / spin down) is 4.30 / 2.30 eV. The value obtained for the max |F| is 0.04822 hartree/bohr. Its multiplicity is 8. The value obtained for the total energy is -5294.5456 a.u. The HOMO energy (spin up / spin down) comes out at -5.2 / -6.8 eV. Its expectation value of S² is 15.774. The LUMO energy (spin up / spin down) is -0.9 / -4.5 eV.

XYZ file:
```
81
Properties=species:S:1:pos:R:3:lowdin_spin:R:1
Eu -0.916 -1.328 4.641 5.039
C 2.910 -1.434 3.050 0.000
C 2.085 -0.449 2.679 0.000
C 1.411 -0.279 1.350 0.001
C 0.024 -0.967 1.170 0.001
C -0.089 -2.407 1.564 0.000
C 0.894 -3.326 1.581 0.000
C 2.304 -3.121 1.144 0.000
C 3.297 -2.634 2.233 0.000
C -1.384 -3.808 4.781 -0.020
H 3.345 -1.401 4.064 0.000
H 1.860 0.368 3.392 0.000
H 2.089 -0.579 0.541 0.000
H 1.242 0.807 1.229 0.000
H -0.727 -0.371 1.730 0.000
H -0.252 -0.844 0.105 0.002
H -1.114 -2.729 1.807 0.000
H 0.688 -4.310 2.013 0.000
H 2.343 -2.445 0.283 0.000
H 2.683 -4.109 0.826 0.000
H 3.492 -3.457 2.937 0.000
H 4.259 -2.423 1.739 0.000
H -1.002 -4.439 5.600 -0.001
H -1.385 -4.456 3.889 -0.001
H -2.447 -3.582 5.015 -0.001
P -2.230 1.114 -3.404 0.211
P -0.407 3.198 -2.108 0.839
N -1.996 -0.409 -4.244 0.019
N -3.831 1.373 -4.194 0.039
N 1.279 2.799 -2.401 0.127
N -0.062 4.893 -1.724 0.201
C -1.252 2.167 -4.573 0.042
C -0.858 3.483 -3.896 0.149
C -1.395 -1.502 -3.608 0.006
C -1.118 -2.472 -4.555 0.000
C -1.537 -1.964 -5.827 0.003
C -2.053 -0.693 -5.611 0.002
C -4.997 1.440 -3.427 0.011
C -6.056 1.834 -4.238 0.001
C -5.535 2.025 -5.552 0.005
C -4.176 1.729 -5.496 0.005
C 1.922 1.845 -1.606 0.048
C 3.171 1.574 -2.143 0.003
C 3.308 2.369 -3.325 0.034
C 2.137 3.108 -3.458 0.015
C 0.832 5.799 -2.302 0.025
C 0.545 7.077 -1.837 0.047
C -0.592 6.966 -0.972 0.053
C -0.954 5.631 -0.932 0.025
H -1.787 2.384 -5.506 0.011
H -0.356 1.602 -4.857 0.004
H -0.069 3.990 -4.467 0.012
H -1.714 4.172 -3.878 0.015
H -1.244 -1.463 -2.542 0.002
H -0.666 -3.432 -4.365 0.000
H -1.467 -2.465 -6.781 0.000
H -2.454 0.017 -6.315 0.000
H -4.949 1.203 -2.379 0.003
H -7.077 1.969 -3.923 0.000
H -6.075 2.347 -6.431 0.001
H -3.446 1.750 -6.291 0.001
H 1.414 1.467 -0.736 0.010
H 3.901 0.889 -1.737 0.000
H 4.151 2.398 -4.000 0.004
H 1.871 3.828 -4.216 0.000
H 1.599 5.469 -2.981 -0.001
H 1.078 7.978 -2.094 0.004
H -1.086 7.770 -0.454 0.002
H -1.751 5.114 -0.428 0.018
Se 1.057 -0.957 6.890 -0.013
C 1.417 -2.662 7.519 -0.001
C 2.730 -3.209 7.442 -0.001
C 3.015 -4.468 7.972 0.000
C 1.998 -5.220 8.592 -0.001
C 0.690 -4.705 8.659 0.000
C 0.405 -3.441 8.137 -0.001
H 3.508 -2.613 6.965 0.000
H 4.034 -4.865 7.916 0.000
H 2.230 -6.191 9.040 0.000
H -0.107 -5.290 9.130 0.000
H -0.604 -3.029 8.187 0.000
```

[2]
# C42H65BaMnN9O4

A structure of composition C42H65BaMnN9O4 at a distorted geometry (ωB97M-V/def2-TZVPD, OMol25).

The relative energy (zero: lowest compared OMol25 entry of this formula, charge and spin) is 1.419 eV. The total charge is +1. Its HOMO-LUMO gap (spin up / spin down) is 5.52 / 7.32 eV. The value obtained for the max |F| is 0.11155 hartree/bohr. Its multiplicity is 7. The value obtained for the total energy is -3609.3736 a.u. The HOMO energy (spin up / spin down) comes out at -9.2 / -11.1 eV. Its expectation value of S² is 12.001. The LUMO energy (spin up / spin down) is -3.7 / -3.7 eV.

XYZ file:
```
122
Properties=species:S:1:pos:R:3:lowdin_spin:R:1
Ba 23.140 -3.913 -5.404 0.000
Mn 27.910 -10.192 -1.859 5.635
C 24.364 -7.945 -2.771 0.002
C 24.201 -6.581 -3.367 0.001
C 25.551 -5.741 -3.709 0.001
O 25.432 -4.641 -4.189 0.001
C 26.853 -6.347 -3.441 0.003
C 26.884 -7.594 -2.884 0.013
C 25.599 -8.436 -2.594 0.012
O 25.649 -9.630 -2.129 0.138
O 28.067 -8.138 -2.807 0.161
O 23.130 -6.056 -3.744 0.000
H 23.501 -8.548 -2.529 0.000
H 27.728 -5.799 -3.759 0.000
C 29.456 -2.930 -7.749 0.000
C 29.009 -2.825 -6.316 0.000
C 27.817 -3.715 -5.943 0.000
C 26.471 -3.242 -6.409 0.000
N 25.463 -2.859 -6.780 0.000
H 29.505 -3.987 -8.011 0.000
H 30.465 -2.517 -7.758 0.000
H 28.783 -2.368 -8.397 0.000
H 28.764 -1.797 -6.048 0.000
H 29.848 -3.101 -5.677 0.000
H 27.742 -3.830 -4.862 0.000
H 28.002 -4.744 -6.251 0.000
C 30.579 -8.383 -5.478 0.002
C 30.801 -6.862 -5.400 0.000
C 31.367 -6.309 -6.703 0.000
C 30.560 -6.577 -7.912 0.000
N 29.913 -6.809 -8.841 0.000
H 30.186 -8.782 -4.543 0.005
H 31.546 -8.865 -5.620 0.000
H 29.959 -8.707 -6.314 0.000
H 31.477 -6.637 -4.575 0.000
H 29.808 -6.464 -5.191 0.000
H 32.375 -6.698 -6.844 0.000
H 31.378 -5.226 -6.582 0.000
C 26.366 -8.610 -6.139 0.001
C 26.731 -8.132 -7.558 0.000
C 25.535 -7.664 -8.440 0.000
C 24.760 -6.616 -7.707 0.000
N 24.162 -5.831 -7.112 0.000
H 27.246 -8.578 -5.496 0.001
H 25.919 -9.600 -6.049 0.000
H 25.700 -7.918 -5.623 0.000
H 27.301 -8.922 -8.048 0.000
H 27.387 -7.293 -7.328 0.000
H 24.828 -8.463 -8.661 0.000
H 25.861 -7.287 -9.410 0.000
C 19.586 -9.261 -3.152 0.000
C 20.646 -8.175 -2.989 0.000
C 20.164 -6.737 -3.393 0.000
C 19.029 -6.209 -2.672 0.000
N 18.111 -5.822 -2.035 0.000
H 20.010 -10.261 -3.055 0.000
H 19.084 -9.219 -4.119 0.000
H 18.823 -9.098 -2.392 0.000
H 21.518 -8.460 -3.578 0.000
H 20.864 -8.190 -1.921 0.000
H 20.056 -6.587 -4.467 0.000
H 20.888 -5.982 -3.087 0.000
C 31.927 -7.004 -1.714 0.001
C 31.174 -6.374 -0.529 0.001
C 29.995 -5.582 -1.035 0.001
C 30.164 -4.783 -2.290 0.000
N 30.304 -4.104 -3.225 0.000
H 32.370 -6.258 -2.375 0.000
H 31.338 -7.629 -2.386 0.002
H 32.788 -7.632 -1.485 0.000
H 31.760 -5.685 0.080 0.000
H 30.778 -7.059 0.221 0.001
H 29.617 -4.873 -0.298 0.000
H 29.200 -6.300 -1.233 0.001
C 22.129 -6.078 0.360 0.000
C 22.344 -4.845 -0.502 0.000
C 23.596 -4.074 -0.085 0.000
C 24.895 -4.789 0.009 0.000
N 25.925 -5.284 0.118 0.000
H 21.227 -6.650 0.143 0.000
H 22.013 -5.864 1.423 0.000
H 22.992 -6.743 0.316 0.000
H 21.471 -4.192 -0.522 0.000
H 22.527 -5.240 -1.501 0.000
H 23.353 -3.745 0.925 0.000
H 23.846 -3.250 -0.754 0.000
C 22.184 -9.410 2.314 0.000
C 21.952 -9.739 0.826 0.000
C 23.300 -9.973 0.131 0.000
C 24.282 -10.805 0.821 0.002
N 25.047 -11.468 1.332 0.002
H 22.632 -10.296 2.764 0.000
H 21.188 -9.285 2.738 0.000
H 22.705 -8.468 2.485 0.000
H 21.401 -8.967 0.288 0.000
H 21.255 -10.567 0.701 0.000
H 23.865 -9.052 -0.015 0.000
H 23.134 -10.440 -0.840 0.000
C 25.195 -14.461 -2.415 0.002
C 24.358 -13.782 -3.489 0.000
C 23.463 -12.720 -2.827 0.001
C 22.663 -13.018 -1.611 0.000
N 22.001 -13.282 -0.701 0.000
H 24.532 -14.974 -1.719 0.000
H 25.811 -13.759 -1.854 0.007
H 25.856 -15.144 -2.950 0.000
H 23.764 -14.491 -4.065 0.000
H 25.055 -13.331 -4.196 0.000
H 22.820 -12.286 -3.592 0.000
H 24.105 -11.864 -2.616 0.001
C 26.778 -0.806 -0.334 0.000
C 27.585 -2.054 -0.683 0.000
C 27.176 -2.568 -2.067 0.000
C 27.205 -1.550 -3.119 0.000
N 27.260 -0.704 -3.938 0.000
H 25.692 -0.890 -0.386 0.000
H 27.018 0.067 -0.941 0.000
H 27.001 -0.439 0.668 0.000
H 27.360 -2.840 0.037 0.000
H 28.656 -1.858 -0.631 0.000
H 26.149 -2.933 -2.051 0.000
H 27.921 -3.325 -2.314 0.000
```

[3]
# C22H42NP3S2Ti

A structure of composition C22H42NP3S2Ti at a distorted geometry (ωB97M-V/def2-TZVPD, OMol25).

The total charge is +3. Its HOMO-LUMO gap (spin up / spin down) is 5.49 / 5.72 eV. The value obtained for the max |F| is 0.04448 hartree/bohr. Its multiplicity is 2. The value obtained for the total energy is -3587.1206 a.u. The HOMO energy (spin up / spin down) comes out at -15.9 / -15.9 eV. Its expectation value of S² is 0.759. The LUMO energy (spin up / spin down) is -10.4 / -10.2 eV.

XYZ file:
```
71
Properties=species:S:1:pos:R:3:lowdin_spin:R:1
Ti 0.445 -0.472 -0.681 0.992
P -0.550 1.476 0.784 0.008
P -2.210 -1.099 -1.239 -0.002
P 2.603 0.832 -0.561 -0.007
H 0.956 -2.225 -6.429 0.000
C 1.872 -2.245 -5.837 -0.001
C 2.224 -3.125 -4.893 0.000
H 1.455 -3.676 -4.331 0.000
C -0.959 2.882 -0.313 0.004
C -2.082 1.364 1.790 -0.001
C 0.504 2.209 2.099 0.003
C -3.021 -2.381 -2.267 -0.002
C -3.007 -1.513 0.321 0.000
C -3.038 0.417 -1.908 0.002
C 3.906 0.399 -1.737 -0.002
C 3.479 0.695 1.031 0.000
C 2.475 2.632 -0.842 0.000
H 2.590 -1.513 -6.173 0.000
H 3.257 -3.478 -4.742 0.000
H -1.347 3.713 0.292 0.000
H -1.710 2.576 -1.047 0.000
H -0.076 3.211 -0.866 0.000
H -2.232 2.321 2.315 0.000
H -1.987 0.581 2.553 0.000
H -2.959 1.155 1.165 0.000
H -0.105 2.895 2.707 0.000
H 1.354 2.764 1.692 0.000
H 0.884 1.418 2.759 0.000
H -4.112 -2.366 -2.123 0.000
H -2.617 -3.369 -2.011 0.000
H -2.802 -2.201 -3.321 0.000
H -4.064 -1.213 0.240 0.000
H -2.519 -1.010 1.155 0.000
H -2.920 -2.600 0.424 0.000
H -4.062 0.160 -2.226 0.000
H -2.492 0.815 -2.779 0.000
H -3.100 1.189 -1.134 0.000
H 4.703 1.156 -1.641 0.000
H 3.504 0.377 -2.756 0.000
H 4.289 -0.605 -1.512 0.000
H 4.504 1.079 0.910 0.000
H 3.505 -0.356 1.345 0.000
H 2.967 1.258 1.819 0.000
H 3.474 3.007 -1.097 0.000
H 2.086 3.157 0.033 0.000
H 1.807 2.818 -1.689 0.000
C 0.259 -1.401 -3.810 0.004
C 0.700 -0.236 -4.469 -0.001
C -0.166 0.406 -5.349 0.000
C -1.446 -0.147 -5.497 -0.002
C -1.723 -1.467 -5.119 0.000
C -0.793 -2.159 -4.343 -0.002
S 1.129 -2.036 -2.449 -0.007
H -0.490 -1.922 -1.649 0.002
H 1.721 0.091 -4.263 0.000
H 0.096 1.333 -5.865 0.000
H -2.276 0.463 -5.877 0.000
H -2.705 -1.905 -5.299 0.000
H -0.905 -3.212 -4.045 0.000
S 0.738 -1.917 1.216 0.010
C 0.532 -1.339 2.840 0.011
N -0.720 -1.453 3.426 -0.002
C -0.996 -0.920 4.666 -0.001
C -0.011 -0.263 5.371 -0.003
C 1.294 -0.264 4.863 0.000
C 1.569 -0.833 3.623 -0.002
H -1.447 -1.954 2.917 0.000
H -2.013 -1.036 5.014 0.000
H -0.258 0.239 6.301 0.000
H 2.097 0.186 5.449 0.000
H 2.584 -0.929 3.238 0.000
```

> The highest max |F| belongs to which entry?

C42H65BaMnN9O4